(1)
A molecular structure, C8H18Cl2O3PRuS, computed with wB97M-V/def2-TZVPD.

## Properties
Total charge: +2
Calculated total energy in hartree: -2295.38015
Lowest unoccupied orbital energy (spin up / spin down) in eV: -8.1 / -11.5
2S+1: 6
HOMO energy (spin up / spin down) in Eh: -0.5216 / -0.6130

CARTESIAN COORDINATES (ANGSTROEM)
C (-3.5503, 1.8212, 1.4132)
C (-2.2740, 1.5224, 0.7970)
H (-3.9568, 2.8461, 1.1434)
H (-3.4332, 1.7729, 2.5237)
H (-4.2750, 1.0550, 1.0942)
O (-1.3367, 1.9980, 0.2437)
Cl (-1.9259, -1.0463, 1.5141)
Ru (-0.2321, -0.1154, 0.3710)
P (-0.8969, -1.0947, -1.5954)
C (-0.1962, -0.3504, -3.1044)
C (-0.4506, -2.8538, -1.8657)
H (-3.2106, -1.4229, -1.0205)
H (-2.8703, -1.5961, -2.8030)
H (-2.9580, 0.0490, -2.0532)
C (-2.6797, -1.0042, -1.8889)
H (-0.8079, -3.4467, -1.0134)
H (-0.8920, -3.2201, -2.8055)
H (-0.6009, -0.8837, -3.9744)
H (0.8937, -0.4613, -3.0773)
H (0.6457, -2.9020, -1.9102)
H (-0.4713, 0.7098, -3.1501)
C (1.0988, 0.7410, -0.5994)
O (1.9587, 1.3177, -1.1539)
Cl (1.2400, -2.0054, 0.5325)
C (3.5030, -0.0364, 1.2496)
S (2.3811, 0.2561, 2.6553)
C (3.1851, 1.7718, 3.2467)
O (0.9982, 0.7501, 2.1562)
H (4.5108, -0.1885, 1.6620)
H (3.4526, 0.8096, 0.5416)
H (3.1605, -0.9754, 0.7584)
H (3.2682, 2.4954, 2.4258)
H (2.5459, 2.1726, 4.0440)
H (4.1761, 1.5145, 3.6429)

Cartesian forces (eV/Å) of the 6 atoms listed first:
-1.03 1.85 0.14
-1.03 -1.06 0.49
0.48 -0.98 0.31
-0.03 -0.10 -0.77
0.27 0.19 0.27
0.77 1.64 -0.59

Löwdin atomic charge list, values in e, 8 entries: C -0.050; C -0.392; H 0.129; H 0.126; H 0.097; O 0.008; Cl 0.256; Ru 0.823

(2)
A molecular structure, C37H36ClOP2Sn, computed with wB97M-V/def2-TZVPD.

## Properties
Total charge: +3
Calculated total energy in hartree: -2862.91709
Lowest unoccupied orbital energy in eV: -11.4
HOMO energy in Eh: -0.6260

CARTESIAN COORDINATES (ANGSTROEM)
Sn (0.0000, 0.0000, 0.0000)
Cl (-1.9111, 1.4090, -0.2130)
P (-1.4811, -1.7147, 0.5217)
P (1.2681, 1.8355, -0.6561)
C (-0.7572, -3.2498, 1.2031)
C (-2.4579, -2.3474, -0.8924)
C (-2.7147, -1.2312, 1.7765)
C (1.4043, 3.2193, 0.5348)
C (3.0212, 1.5086, -1.0610)
C (0.6044, 2.5804, -2.1846)
C (-1.0233, -3.6886, 2.5048)
C (-0.4321, -4.8583, 2.9854)
C (0.4242, -5.5977, 2.1711)
C (0.6928, -5.1639, 0.8706)
C (0.1092, -3.9962, 0.3901)
H (-1.6955, -3.1205, 3.1399)
H (-0.6460, -5.1911, 3.9973)
H (0.8831, -6.5077, 2.5468)
H (1.3635, -5.7324, 0.2328)
H (0.3240, -3.6592, -0.6203)
C (-2.2522, -0.5718, 2.9235)
C (-3.1421, -0.2192, 3.9351)
C (-4.5017, -0.5083, 3.8015)
C (-4.9677, -1.1531, 2.6554)
C (-4.0774, -1.5169, 1.6449)
H (-1.1958, -0.3262, 3.0010)
H (-2.7776, 0.2937, 4.8205)
H (-5.1981, -0.2221, 4.5847)
H (-6.0264, -1.3690, 2.5435)
H (-4.4439, -2.0104, 0.7502)
C (-2.9424, -3.6640, -0.9032)
C (-3.6993, -4.1258, -1.9790)
C (-3.9778, -3.2791, -3.0528)
C (-3.4976, -1.9687, -3.0468)
C (-2.7382, -1.5024, -1.9749)
H (-2.7187, -4.3297, -0.0750)
H (-4.0672, -5.1482, -1.9789)
H (-4.5644, -3.6416, -3.8926)
H (-3.7112, -1.3063, -3.8812)
H (-2.3686, -0.4817, -1.9613)
C (3.5281, 1.6449, -2.3579)
C (4.8697, 1.3617, -2.6201)
C (5.7129, 0.9449, -1.5913)
C (5.2120, 0.8087, -0.2944)
C (3.8742, 1.0852, -0.0306)
H (2.8769, 1.9760, -3.1605)
H (5.2538, 1.4710, -3.6305)
H (6.7564, 0.7245, -1.7973)
H (5.8625, 0.4792, 0.5105)
H (3.4864, 0.9724, 0.9780)
C (0.3938, 3.4195, 1.4849)
C (0.4791, 4.4837, 2.3814)
C (1.5720, 5.3509, 2.3436)
C (2.5836, 5.1534, 1.4026)
C (2.5023, 4.0924, 0.5021)
H (-0.4572, 2.7458, 1.5044)
H (-0.3091, 4.6328, 3.1142)
H (1.6382, 6.1761, 3.0473)
H (3.4394, 5.8219, 1.3712)
H (3.2971, 3.9356, -0.2210)
C (0.6214, 3.9576, -2.4259)
C (0.1167, 4.4624, -3.6245)
C (-0.4012, 3.5963, -4.5876)
C (-0.4201, 2.2203, -4.3499)
C (0.0735, 1.7139, -3.1505)
H (1.0147, 4.6348, -1.6740)
H (0.1229, 5.5342, -3.8023)
H (-0.7985, 3.9932, -5.5177)
H (-0.8318, 1.5431, -5.0932)
H (0.0385, 0.6476, -2.9389)
H (-3.2001, 3.1435, 2.1859)
H (-3.5298, 3.1831, 1.5208)
C (1.6361, -1.1084, 2.0200)
O (1.1388, 0.1493, 1.6430)
H (1.9667, -1.6967, 1.1360)
H (0.8895, -1.6785, 2.6078)
H (2.5404, -0.9605, 2.6466)
H (0.6104, 0.5225, 2.3884)

Cartesian forces (eV/Å) of the 6 atoms listed first:
-2.37 1.22 -2.27
0.48 -0.29 0.39
-3.89 -5.37 1.04
3.89 4.74 -3.29
0.79 0.21 -0.03
0.40 0.67 -0.86

Löwdin atomic charge list, values in e, 8 entries: Sn 0.903; Cl 0.241; P 0.940; P 0.958; C -0.395; C -0.360; C -0.376; C -0.338

(3)
2 unconnected molecules or ions with the total composition CH2ClO2P, computed with wB97M-V/def2-TZVPD.

## Properties
Calculated total energy in hartree: -991.18230
Lowest unoccupied orbital energy (spin up / spin down) in eV: 0.8 / -2.0
2S+1: 3
HOMO energy (spin up / spin down) in Eh: -0.2806 / -0.3977

CARTESIAN COORDINATES (ANGSTROEM)
C (0.9014, -0.5312, -0.9007)
O (-0.2514, -0.5781, -1.1173)
O (0.6244, 0.3235, 1.2686)
P (-0.8606, 0.4224, 1.2885)
Cl (2.2787, -0.1524, -1.6403)
H (-1.5892, -0.8246, 0.9722)
H (-1.1033, 1.3402, 0.1290)

Cartesian forces (eV/Å) of the 6 atoms listed first:
-1.99 -2.18 1.94
0.05 0.34 -1.43
0.39 -0.11 1.32
-0.61 0.72 -1.53
2.30 1.13 -1.88
0.47 0.88 0.34

How positive or negative is each atom? The Löwdin charges in e answer that: C -0.842; O -0.074; O -0.557; P 0.733; Cl 0.787; H -0.032; H -0.014

(4)
A molecular structure, C2H9N3O, computed with wB97M-V/def2-TZVPD.

## Properties
Calculated total energy in hartree: -320.80734
Lowest unoccupied orbital energy in eV: -4.6
HOMO energy in Eh: -0.2933

CARTESIAN COORDINATES (ANGSTROEM)
C (-0.1309, -0.3490, -0.9563)
N (0.8283, 0.0845, -2.0639)
C (-0.6648, -1.0939, 2.0875)
N (-1.6200, -0.3672, 1.5376)
N (0.4805, -0.6005, 2.4703)
H (-0.3026, -1.4610, -1.0206)
H (-1.0516, 0.1499, -1.0697)
H (0.3007, -0.0170, -0.0475)
H (0.3239, -0.1168, -2.9575)
H (-1.3568, 0.6090, 1.7922)
H (1.2853, 3.0604, -1.7267)
H (-1.0395, -2.0977, 2.2617)
H (1.2174, -1.4044, 2.6913)
H (0.8983, 1.2678, -1.7746)
O (0.8317, 2.3358, -1.2238)

Cartesian forces (eV/Å) of the 6 atoms listed first:
3.23 -1.30 -2.19
-2.92 -1.56 0.93
-0.79 -0.86 0.57
-0.11 1.80 0.47
2.30 -1.80 0.04
0.14 1.03 0.16

Löwdin atomic charge list, values in e, 8 entries: C -0.157; N 0.053; C -0.476; N 0.111; N 0.111; H 0.110; H 0.074; H 0.020